(A)
The following is a quantum chemistry calculation of C5H9CuO4 as an isolated structure, from the OMol25 dataset.

Computed properties:
orbital gap (alpha / beta): 0.3188 / 0.3748 Eh
HOMO (alpha / beta): -12.2 / -14.1 eV

```
! RIJCOSX wB97M-V def2-TZVPD def2/J DEFGRID3
* xyz 1 2
Cu -1.385 1.275 -0.037
O -0.580 -0.136 1.108
O -1.313 2.538 -1.772
O 0.688 -0.487 2.912
O 0.632 -2.002 1.333
C 1.839 -2.314 2.056
C 1.708 -1.429 3.299
C -1.200 2.072 -3.121
C -1.786 0.719 -3.229
C 0.127 -0.861 1.774
H 2.618 -0.873 3.541
H -1.163 3.488 -1.747
H -2.737 0.506 -2.734
H 1.346 -1.973 4.179
H -1.734 2.777 -3.788
H -1.463 0.057 -4.032
H 1.841 -3.385 2.275
H -0.142 2.070 -3.429
H 2.703 -2.043 1.411
*
```

(B)
The following is a quantum chemistry calculation of C5H9CuO4 as an isolated structure, from the OMol25 dataset.

Computed properties:
orbital gap (alpha / beta): 0.3372 / 0.3612 Eh
HOMO (alpha / beta): -12.7 / -14.2 eV

```
! RIJCOSX wB97M-V def2-TZVPD def2/J DEFGRID3
* xyz 1 2
Cu 1.322 -0.679 1.580
O 3.299 -0.850 0.715
O -2.680 -1.074 0.890
O -2.144 1.033 0.844
O -0.657 -0.453 1.600
C -1.794 -0.170 1.282
C -2.978 0.879 -0.323
C -3.598 -0.498 -0.062
C 3.666 -0.205 -0.509
C 2.595 0.731 -0.918
H 2.410 1.613 -0.299
H 4.615 0.345 -0.351
H -3.697 1.702 -0.345
H -4.585 -0.447 0.412
H 3.944 -1.532 0.923
H 2.336 0.791 -1.976
H -3.634 -1.143 -0.945
H -2.273 0.915 -1.229
H 3.853 -0.958 -1.290
*
```

Which structure is most stable? (A), by 0.451 eV over the runner-up.

(A)
The following is a quantum chemistry calculation of an isolated ion of composition C5H13N2O and charge -2, from the OMol25 dataset.

Computed properties:
orbital gap (alpha / beta): 0.1125 / 0.2539 Eh
HOMO (alpha / beta): 3.9 / 0.0 eV

```
! RIJCOSX wB97M-V def2-TZVPD def2/J DEFGRID3
* xyz -2 2
O -0.743 -1.984 -2.090
N 0.451 -1.889 0.317
N -0.012 1.491 1.966
C 0.569 0.200 1.538
C 0.013 -0.466 0.296
C -0.801 -0.645 -2.120
C 0.102 0.181 -1.069
C 0.430 2.762 1.285
H -1.117 -0.541 0.601
H 1.105 3.316 1.976
H -0.216 -2.380 -0.121
H 1.275 -1.918 -0.374
H 1.106 0.157 -1.540
H -1.891 -0.407 -1.948
H -0.488 3.307 0.790
H -0.082 1.242 -0.999
H 0.525 -0.452 2.469
H 1.694 0.331 1.351
H -1.073 1.445 1.884
H -0.659 -0.287 -3.133
H 0.818 2.655 0.202
*
```

(B)
The following is a quantum chemistry calculation of an isolated ion of composition C5H13N2O and charge -2, from the OMol25 dataset.

Computed properties:
orbital gap (alpha / beta): 0.0858 / 0.2264 Eh
HOMO (alpha / beta): 4.2 / 0.4 eV

```
! RIJCOSX wB97M-V def2-TZVPD def2/J DEFGRID3
* xyz -2 2
O 1.147 1.794 -1.147
N -2.542 0.622 0.700
N 1.197 -0.878 -1.169
C 0.513 -0.370 -0.011
C 0.295 1.358 -0.279
C -1.778 -0.556 1.330
C 2.635 -0.337 -1.131
C -0.805 -1.172 0.268
H 0.721 -0.363 -1.873
H -2.444 -1.231 1.690
H -1.393 -1.082 -0.627
H 3.184 -0.830 -1.917
H -0.728 -2.176 0.459
H 0.158 1.779 0.694
H -0.795 1.458 -0.718
H -3.177 0.854 1.466
H -1.925 1.338 0.431
H 2.573 0.728 -1.047
H 1.200 -0.360 0.972
H 3.125 -0.377 -0.190
H -1.159 -0.199 2.100
*
```

Which structure is most stable? (A), by 0.818 eV over the runner-up.

(A)
The following is a quantum chemistry calculation of HO6S3 as an isolated structure, from the OMol25 dataset.

Computed properties:
orbital gap: 0.3256 Eh
HOMO: -5.6 eV

```
! RIJCOSX wB97M-V def2-TZVPD def2/J DEFGRID3
* xyz -1 1
S -0.257 0.931 -0.052
S -1.321 -0.918 0.132
S 1.920 -0.808 -0.104
O -1.467 -1.365 -1.256
O 0.031 1.410 1.274
O -1.069 1.808 -0.861
O 1.022 0.621 -0.858
O 0.753 -1.387 0.627
O 2.904 -0.236 0.790
H -2.516 -0.057 0.308
*
```

(B)
The following is a quantum chemistry calculation of an isolated ion of composition HO6S3 and charge -1, from the OMol25 dataset.

Computed properties:
orbital gap: 0.3165 Eh
HOMO: -5.4 eV

```
! RIJCOSX wB97M-V def2-TZVPD def2/J DEFGRID3
* xyz -1 1
S 1.185 -0.798 -0.378
S -2.015 0.260 -0.060
S -0.385 1.652 0.090
O -1.180 -0.878 -0.512
O 1.482 -1.812 0.592
O -2.603 0.123 1.250
O -2.897 0.785 -1.080
O 2.700 -0.070 -0.674
O 0.653 0.484 0.615
H 3.059 0.254 0.158
*
```

Which structure is most stable? (B), by 1.141 eV over the runner-up.

(A)
The following is a quantum chemistry calculation of a 2-piece molecular cluster, C5H14 overall, from the OMol25 dataset.

Computed properties:
orbital gap (alpha / beta): 0.4873 / 0.1672 Eh
HOMO (alpha / beta): -16.1 / -15.3 eV

```
! RIJCOSX wB97M-V def2-TZVPD def2/J DEFGRID3
* xyz 1 2
C -1.472 2.260 -0.636
C 0.274 -0.448 0.134
C 0.607 -2.980 0.119
C 0.728 -1.663 0.853
C -0.040 2.652 -0.388
H 0.506 2.307 -1.265
H 0.098 3.740 -0.421
H -1.572 1.203 -0.208
H 0.310 -1.751 1.848
H -0.451 -3.282 0.087
H 0.228 0.493 0.681
H -1.731 2.235 -1.683
H 0.771 -0.326 -0.830
H 0.432 2.325 0.518
H 1.837 -1.458 0.942
H 1.164 -3.799 0.551
H -0.833 -0.613 -0.124
H -2.250 2.751 -0.045
H 0.987 -2.917 -0.905
*
```

(B)
The following is a quantum chemistry calculation of a 2-piece molecular cluster, C5H14 overall, from the OMol25 dataset.

Computed properties:
orbital gap (alpha / beta): 0.4461 / 0.1472 Eh
HOMO (alpha / beta): -15.1 / -15.1 eV

```
! RIJCOSX wB97M-V def2-TZVPD def2/J DEFGRID3
* xyz 1 2
C 0.265 2.219 0.019
C -1.797 0.609 -0.685
C -0.507 1.245 -1.090
C 0.820 -2.374 0.180
C 1.013 -1.445 1.413
H -2.233 0.662 0.303
H -1.704 -0.488 -0.767
H 0.149 -2.036 -0.606
H -2.657 0.872 -1.250
H 1.797 -2.443 -0.390
H 0.932 -0.368 1.131
H 0.427 -3.332 0.140
H -0.249 2.318 1.027
H 0.328 0.537 -1.436
H -0.593 1.878 -1.927
H 0.496 3.220 -0.396
H 1.927 -1.637 1.686
H 0.345 -1.463 2.382
H 1.241 2.027 0.266
*
```

Which structure is most stable? (A), by 1.749 eV over the runner-up.